[1]
Below is an isolated molecule of C5H7N3 at a distorted geometry, with properties calculated with the ωB97M-V functional and the def2-TZVPD basis.

Each line ends with the natural charge from an NBO analysis.
Geometry (Å):
C 1.60415 -0.56946 0.77979  -0.629
C 0.84023 -0.04100 -0.47319  -0.262
C 0.41574 1.35598 -0.34308  -0.211
C -1.92030 -0.95571 -0.40531  -0.113
C -0.75378 -0.34295 -0.50276  0.088
H 1.46074 0.03594 1.77488  0.235
H 2.86690 -0.74752 0.53489  0.227
H 1.22025 -1.64645 0.87334  0.233
H 1.40737 -0.45984 -1.41938  0.243
H 0.86985 2.11228 0.49274  0.240
H 0.16449 1.92075 -1.44785  0.234
H -2.03974 -2.16897 -0.78679  0.204
N -1.06958 0.83001 -0.09585  -0.191
N -2.25843 0.92265 0.67643  -0.065
N -2.80789 -0.24572 0.34213  -0.232

Results
Frontier orbital gap in hartree: 0.3699
Energy above the lowest of the compared OMol25 structures with the same formula, charge and spin in kJ/mol: 653.2
Structure (SMILES): C[C@@H]1Cn2nncc21
LUMO energy in Eh: 0.025
Highest occupied orbital energy in eV: -9.4


[2]
Below is an isolated molecule of C5H7N3 at a distorted geometry, with properties calculated with the ωB97M-V functional and the def2-TZVPD basis.

Each line ends with the natural charge from an NBO analysis.
Geometry (Å):
C -1.95548 0.60564 -0.06971  0.304
C 0.08712 -1.24929 0.23863  -0.287
C 1.48067 -1.11030 0.12229  -0.202
C 1.89047 0.19813 -0.43721  -0.268
C 0.58087 1.01853 -0.15287  0.417
H -3.01557 -1.17898 -0.29841  0.365
H -1.84464 1.68803 -0.03620  0.225
H -0.45579 -2.28266 -0.14356  0.238
H -0.08777 -1.48434 1.30631  0.230
H 2.44568 -1.68636 -0.08509  0.263
H 2.87846 0.45029 -0.90772  0.248
H 1.23180 2.86914 0.60030  0.365
N -2.99747 -0.15464 -0.17305  -0.694
N -0.56525 0.10155 -0.20367  -0.480
N 0.32689 2.21525 0.23996  -0.725

Results
Frontier orbital gap in hartree: 0.3334
Energy above the lowest of the compared OMol25 structures with the same formula, charge and spin in kJ/mol: 496.4
Structure (SMILES): [H]/N=C\N1CC=C/C1=N\[H]
LUMO energy in Eh: 0.010
Highest occupied orbital energy in eV: -8.8


[3]
Below is an isolated molecule of C5H7N3 at a distorted geometry, with properties calculated with the ωB97M-V functional and the def2-TZVPD basis.

Each line ends with the natural charge from an NBO analysis.
Geometry (Å):
C 0.53538 0.50814 0.22387  0.144
C 0.41869 -0.76142 1.07217  -0.241
C -0.31959 -1.84318 0.77460  -0.065
C -0.87646 -0.79504 -1.36945  0.044
C -0.26392 0.20861 -0.89892  -0.346
H 0.23296 2.74517 -0.10911  0.327
H 1.33256 3.54456 0.88895  0.345
H 1.30561 -0.66385 1.93399  0.239
H -0.42597 -2.61386 1.60037  0.234
H -1.45219 -2.74816 -0.90044  0.376
H -1.87070 -0.75397 -1.95597  0.227
H -0.43867 1.02504 -1.52647  0.208
N 1.30676 2.67533 0.10956  -0.625
N 1.11468 1.48511 0.84102  -0.274
N -0.59914 -2.01248 -0.68418  -0.594

Results
Frontier orbital gap in hartree: 0.3089
Energy above the lowest of the compared OMol25 structures with the same formula, charge and spin in kJ/mol: 585.5
Structure (SMILES): NN=c1cc[nH]cc1
LUMO energy in Eh: 0.022
Highest occupied orbital energy in eV: -7.8


[4]
Below is an isolated molecule of C5H7N3 at a distorted geometry, with properties calculated with the ωB97M-V functional and the def2-TZVPD basis.

Each line ends with the natural charge from an NBO analysis.
Geometry (Å):
C -1.77412 -0.52495 -0.34863  -0.608
C -0.22904 -0.78375 -0.48780  -0.220
C 0.35227 -1.16526 0.88941  -0.199
C 0.99992 1.87832 -0.73927  -0.163
C 0.82601 0.44014 -0.57770  0.091
H -1.86948 -0.02516 0.65263  0.222
H -2.13038 -1.61057 -0.53219  0.221
H -2.21324 -0.05611 -1.16162  0.221
H -0.07561 -1.56319 -1.40408  0.222
H -0.12834 -1.27740 1.83033  0.229
H 1.29574 -1.85371 0.85784  0.227
H 0.49809 2.66092 -1.57288  0.246
N 1.18507 0.25692 0.69036  -0.183
N 1.74485 1.33511 1.39359  -0.067
N 1.51828 2.28870 0.51001  -0.239

Results
Frontier orbital gap in hartree: 0.3631
Energy above the lowest of the compared OMol25 structures with the same formula, charge and spin in kJ/mol: 560.4
Structure (SMILES): C[C@@H]1Cn2nncc21
LUMO energy in Eh: 0.028
Highest occupied orbital energy in eV: -9.1


[5]
Below is a cluster of 2 separate species, C5H7N3 in total at a distorted geometry, with properties calculated with the ωB97M-V functional and the def2-TZVPD basis.

Each line ends with the natural charge from an NBO analysis.
Geometry (Å):
C -0.47582 0.16577 -1.15628  -0.421
C -1.39583 0.60618 1.11074  0.291
C 0.69159 -0.58499 0.83222  0.099
C 1.81757 -0.88414 0.05898  -0.445
C 2.11746 -0.78904 -1.33750  0.224
H -1.45407 0.38896 -1.32580  0.233
H 0.23755 1.03298 -1.32760  0.225
H -0.19303 -0.81887 -1.78528  0.237
H -1.00851 1.39636 2.29437  0.157
H -3.14779 1.27560 1.55176  0.354
H 0.38770 -0.65095 1.97384  0.245
H 2.55325 -1.48878 0.48038  0.254
N -0.38309 0.16840 0.28778  -0.475
N -2.65772 0.70171 0.68149  -0.668
N 2.91077 -0.51920 -2.33910  -0.310

Results
Frontier orbital gap in hartree: 0.3149
Energy above the lowest of the compared OMol25 structures with the same formula, charge and spin in kJ/mol: 614.5
LUMO energy in Eh: -0.007
Highest occupied orbital energy in eV: -8.8


[6]
Below is an isolated molecule of C5H7N3 at a distorted geometry, with properties calculated with the ωB97M-V functional and the def2-TZVPD basis.

Each line ends with the natural charge from an NBO analysis.
Geometry (Å):
C 0.03456 -0.59384 0.21508  -0.265
C 0.87122 0.55398 0.61355  -0.147
C -1.13208 1.36797 -0.17111  0.212
C 2.19785 0.04140 0.06294  -0.057
C 3.24768 -0.21672 -0.27168  -0.212
H -2.49729 -1.19004 -1.13709  0.327
H -3.24475 -0.37064 0.07081  0.353
H 0.57360 -1.19215 -0.65363  0.224
H 0.22361 -1.49632 0.89639  0.226
H 1.03687 0.76995 1.62533  0.231
H -1.78248 2.24271 -0.56365  0.230
H 4.16108 -0.74892 -0.79285  0.253
N -2.36069 -0.85829 -0.08224  -0.657
N -1.32130 -0.00001 0.31854  -0.299
N -0.00788 1.69090 -0.13040  -0.418

Results
Frontier orbital gap in hartree: 0.3512
Energy above the lowest of the compared OMol25 structures with the same formula, charge and spin in kJ/mol: 711.9
Structure (SMILES): C#C[C@@H]1CN(N)C=N1
LUMO energy in Eh: 0.036
Highest occupied orbital energy in eV: -8.6


[7]
Below is an isolated molecule of C5H7N3 at a distorted geometry, with properties calculated with the ωB97M-V functional and the def2-TZVPD basis.

Each line ends with the natural charge from an NBO analysis.
Geometry (Å):
C -2.18487 -1.42555 0.02126  -0.747
C -2.10962 0.16320 0.02532  0.150
C 1.30842 0.15646 -0.01914  0.212
C 1.70056 1.72150 0.04322  -0.647
C 2.39330 -0.94187 -0.13066  0.229
H -0.97242 -1.84920 -0.19368  0.298
H -2.83400 -1.87318 -0.82178  0.236
H -2.48724 -1.73508 1.07077  0.232
H -2.82461 1.04965 0.09935  0.218
H 2.82061 1.65751 -0.03554  0.222
H 1.41137 2.37506 -0.77691  0.246
H 1.42272 2.15214 0.92572  0.231
N -0.94192 0.62591 -0.14118  -0.336
N 0.03338 -0.29333 -0.11321  -0.265
N 3.26433 -1.78322 0.04647  -0.280

Results
Frontier orbital gap in hartree: 0.3107
Energy above the lowest of the compared OMol25 structures with the same formula, charge and spin in kJ/mol: 506.3
Structure (SMILES): C/C=N\N=C(/C)C#N
LUMO energy in Eh: -0.029
Highest occupied orbital energy in eV: -9.2


[8]
Below is an isolated molecule of C5H7N3 at a distorted geometry, with properties calculated with the ωB97M-V functional and the def2-TZVPD basis.

Each line ends with the natural charge from an NBO analysis.
Geometry (Å):
C 1.94108 -0.99273 0.29149  -0.631
C 0.87928 0.13368 -0.51599  -0.228
C 0.13785 1.40304 0.01242  -0.225
C -2.39760 0.33683 0.17718  0.185
C -0.55947 -0.61176 -0.57547  0.347
H 3.18802 -0.78791 0.28859  0.237
H 1.62980 -1.99460 -0.23549  0.235
H 1.38871 -1.06240 1.28742  0.219
H 1.42254 0.23163 -1.43069  0.226
H 0.54362 2.56318 -0.38782  0.235
H 0.23529 1.39845 1.23619  0.208
H -3.24055 1.16520 0.42818  0.217
N -1.14268 0.73326 -0.36215  -0.445
N -2.64718 -0.90469 0.05954  -0.279
N -1.37872 -1.61118 -0.27339  -0.302

Results
Frontier orbital gap in hartree: 0.3932
Energy above the lowest of the compared OMol25 structures with the same formula, charge and spin in kJ/mol: 572.0
Structure (SMILES): C[C@@H]1Cn2cnnc21
LUMO energy in Eh: 0.023
Highest occupied orbital energy in eV: -10.1


[9]
Below is an isolated molecule of C5H7N3 at a distorted geometry, with properties calculated with the ωB97M-V functional and the def2-TZVPD basis.

Each line ends with the natural charge from an NBO analysis.
Geometry (Å):
C 1.03445 -0.58781 -0.69211  0.020
C -0.21913 -0.20140 0.03739  0.043
C -0.68988 1.00673 -0.56658  -0.253
C -2.11183 0.96139 0.02798  -0.273
C -2.40116 -0.28827 0.26720  -0.098
H 3.62435 1.00943 0.31623  0.392
H 1.91854 0.88730 1.39453  0.373
H 0.85748 -1.27861 -1.50600  0.189
H 0.09110 1.73899 -0.83334  0.243
H -2.87071 1.89873 -0.16554  0.231
H -3.50045 -0.45823 0.39146  0.234
H -1.40971 -2.11484 0.28968  0.435
N 2.77536 0.41338 0.89041  -0.738
N 2.38394 -0.31982 -0.51332  -0.244
N -1.21435 -1.09735 0.43287  -0.552

Results
Frontier orbital gap in hartree: 0.3373
Energy above the lowest of the compared OMol25 structures with the same formula, charge and spin in kJ/mol: 631.2
Structure (SMILES): N/N=C\c1ccc[nH]1
LUMO energy in Eh: 0.021
Highest occupied orbital energy in eV: -8.6


[10]
Below is an isolated molecule of C5H7N3 at a distorted geometry, with properties calculated with the ωB97M-V functional and the def2-TZVPD basis.

Each line ends with the natural charge from an NBO analysis.
Geometry (Å):
C 0.28749 0.80132 1.78155  -0.438
C -0.40183 1.93844 1.11649  0.032
C 0.74581 -0.21540 1.11074  0.312
C -0.66631 -0.20645 -1.32898  -0.270
C 0.22312 -1.43441 -0.95094  -0.208
N -0.67151 1.84353 -0.11877  -0.193
N -0.04852 0.96924 -0.84315  -0.255
N 0.93718 -1.24548 0.31957  -0.595
H 0.32192 0.87934 2.85767  0.228
H -0.73671 2.78519 1.69205  0.197
H -0.74066 -0.20264 -2.42384  0.212
H -1.67195 -0.34631 -0.90827  0.185
H -0.41911 -2.31837 -0.87922  0.201
H 0.96831 -1.61471 -1.73086  0.197
H 1.87275 -1.63330 0.30596  0.397

Results
Frontier orbital gap (spin up / spin down) in hartree: 0.3057 / 0.2814
Energy above the lowest of the compared OMol25 structures with the same formula, charge and spin in kJ/mol: 555.9
LUMO energy (spin up / spin down) in Eh: 0.022 / 0.021
Highest occupied orbital energy (spin up / spin down) in eV: -7.7 / -7.1


[11]
Below is an isolated molecule of C5H7N3 at a distorted geometry, with properties calculated with the ωB97M-V functional and the def2-TZVPD basis.

Each line ends with the natural charge from an NBO analysis.
Geometry (Å):
C -1.41139 -1.52662 -0.22769  -0.636
C -0.82884 -0.52366 0.46724  -0.063
C -0.66969 0.02268 1.73752  -0.304
C 0.47907 0.88565 1.81036  -0.010
C 0.28929 0.00134 -0.27611  0.180
H -0.64741 -2.49598 -0.00327  0.253
H -1.91700 -1.46477 -1.41461  0.268
H -2.42244 -1.67094 0.42772  0.210
H -1.16723 -0.16482 2.65393  0.217
H 0.53099 1.88995 2.45690  0.230
H 1.45722 1.84294 0.19426  0.438
H 0.95525 0.25375 -3.15563  0.315
N 0.98501 0.87401 0.58052  -0.503
N 0.41555 -0.37160 -1.50382  -0.163
N 0.89372 0.73381 -2.25203  -0.430

Results
Frontier orbital gap in hartree: 0.2646
Energy above the lowest of the compared OMol25 structures with the same formula, charge and spin in kJ/mol: 633.6
Structure (SMILES): [H]/N=N/c1[nH]ccc1C
LUMO energy in Eh: -0.024
Highest occupied orbital energy in eV: -7.9


[12]
Below is an isolated molecule of C5H7N3 at a distorted geometry, with properties calculated with the ωB97M-V functional and the def2-TZVPD basis.

Each line ends with the natural charge from an NBO analysis.
Geometry (Å):
C -1.17634 -0.55613 -0.93731  -0.403
C -0.32069 0.74732 -0.96558  -0.328
C -0.50200 1.56769 0.26774  0.005
C 1.24586 -0.91580 0.98594  0.208
C 0.32472 -0.51982 -1.15327  -0.098
H -1.71132 -1.12530 -1.83355  0.235
H -1.52705 -0.77026 0.14577  0.236
H -0.13495 1.23017 -1.83195  0.234
H -1.09921 2.48037 0.21720  0.203
H 0.47845 -0.05282 2.78574  0.390
H 2.06731 -1.34672 1.54808  0.192
H 0.76151 -0.63110 -2.16180  0.218
N -0.24098 1.07950 1.50576  -0.235
N 0.68432 0.19161 1.65518  -0.433
N 1.15039 -1.37871 -0.22797  -0.423

Results
Frontier orbital gap in hartree: 0.3334
Energy above the lowest of the compared OMol25 structures with the same formula, charge and spin in kJ/mol: 527.5
Structure (SMILES): C1=NNC=N[C@H]2C[C@@H]12
LUMO energy in Eh: 0.024
Highest occupied orbital energy in eV: -8.4